(1)
9
Properties=species:S:1:pos:R:3 method="wB97M-V/def2-TZVPD" homo_energy_ev="-8.56 / -8.85" orbital_gap_ev="6.77 / 8.42" lumo_ev="-1.8 / -0.4" energy_ev=-33611.87508 e_above_lowest_kj_mol=406.8
C 1.18377 -1.10396 0.66563
C -0.83650 1.34808 -0.10159
F 1.88375 -1.01057 -0.44423
F -1.29292 1.14114 1.14160
F 0.17947 2.12164 0.06820
S -1.43316 0.76433 -1.57689
Cl -1.39267 -1.34720 -1.36911
H 1.40817 -0.27411 1.22975
H 0.30010 -1.63935 0.38665

---

(2)
43
Properties=species:S:1:pos:R:3 method="wB97M-V/def2-TZVPD" charge=+2 homo_energy_ev=-16.07 orbital_gap_ev=8.55 lumo_ev=-7.5 energy_ev=-42556.22285 e_above_lowest_kj_mol=163.7
Y -0.45995 -0.09193 0.23828
P -0.54307 -1.24559 -2.21174
C 1.19045 -1.05241 -2.79663
C 1.88044 0.19181 -2.27185
N 1.48656 0.76100 -1.09263
C 2.19990 1.85454 -0.68525
C 3.24085 2.39793 -1.42093
C 3.62820 1.78886 -2.60561
C 2.94056 0.66264 -3.03006
C 1.85665 2.55846 0.61231
P 1.06874 1.46679 1.88152
H 3.19070 0.14637 -3.96421
H 3.76437 3.27393 -1.02361
H 4.44910 2.17916 -3.18083
H 2.77076 3.01386 1.02850
H 1.17706 3.40889 0.43025
H 1.75170 -1.95839 -2.49746
H 1.21585 -1.05416 -3.89798
H 2.70967 -3.65843 1.86048
O 3.12958 -3.91693 1.00886
H 4.02899 -4.17834 1.29741
H 0.87547 -1.67038 4.66325
O 1.57146 -2.29591 4.94867
H 1.36409 -2.43476 5.89231
C 2.46649 0.81974 2.84069
H 3.06291 1.58881 3.35242
H 2.05040 0.13337 3.59644
H 3.12177 0.26011 2.15355
C 0.10747 2.59828 2.93091
H -0.37038 1.94376 3.67787
H 0.69039 3.37306 3.45001
H -0.65592 3.08132 2.29840
C -1.50356 -0.24616 -3.40323
H -1.43883 -0.60520 -4.44298
H -2.55093 -0.31757 -3.06024
H -1.15534 0.80110 -3.35700
C -0.98152 -2.97994 -2.45833
H -2.01472 -3.05045 -2.08794
H -0.94447 -3.33653 -3.49522
H -0.30601 -3.58651 -1.83851
O -3.95134 1.14474 0.10792
N -2.82171 0.72961 0.20251
O -1.81548 1.58388 -0.17855

---

(3)
16
Properties=species:S:1:pos:R:3 method="wB97M-V/def2-TZVPD" homo_energy_ev=-8.03 orbital_gap_ev=8.12 lumo_ev=0.1 energy_ev=-28926.53058 e_above_lowest_kj_mol=171.5
C -1.68919 1.34985 0.51403
C -0.55542 1.48210 -0.58387
N 0.14410 0.18137 -0.64249
S -0.26394 -1.03340 -1.76055
C 1.16208 -0.00757 0.25985
N 2.04515 -0.98357 0.32501
C 1.92134 -2.28484 0.29995
S 0.60420 -3.16989 0.80349
H -2.29062 2.28907 0.40656
H -1.18809 1.33927 1.48076
H -2.38741 0.56925 0.44510
H -0.88448 1.85757 -1.60469
H 0.20998 2.20219 -0.24826
H -0.93130 -1.79966 -0.87790
H 1.26981 0.83836 0.88850
H 2.83378 -2.83010 0.29451

---

(4)
56
Properties=species:S:1:pos:R:3 method="wB97M-V/def2-TZVPD" homo_energy_ev=-9.03 smiles="Cc1ccc(CN(C(=O)c2cc(=O)c3cc(C)cc(C)c3o2)[C@@H]2CCS(=O)(=O)C2)cc1" orbital_gap_ev=9.09 lumo_ev=0.1 energy_ev=-47856.95139 e_above_lowest_kj_mol=50.1
C -4.60731 -2.27649 1.34602
C -3.53836 -1.54511 0.59602
C -2.46054 -0.96991 1.25650
C -1.48917 -0.27511 0.55868
C -1.57415 -0.13697 -0.82015
C -0.51527 0.63045 -1.57570
N -0.16556 1.87621 -0.92602
C 1.02679 2.11187 -0.33602
O 1.29372 3.16288 0.21309
C 2.06732 1.01784 -0.41697
C 3.18773 1.18315 -1.14312
C 4.23111 0.16492 -1.17991
O 5.23779 0.25416 -1.85906
C 3.93918 -0.99030 -0.31088
C 4.85672 -2.03736 -0.20102
C 4.60090 -3.12376 0.60775
C 5.57675 -4.25137 0.73845
C 3.39732 -3.15821 1.31775
C 2.46284 -2.14594 1.23836
C 1.17583 -2.19249 2.00036
C 2.74620 -1.04778 0.41186
O 1.80706 -0.05776 0.34656
C -1.13413 2.96939 -0.85963
C -1.78496 3.08211 0.53298
C -2.71719 4.26930 0.47706
S -3.48057 4.08421 -1.17197
O -4.75828 3.43671 -1.06294
O -3.42587 5.31943 -1.90024
C -2.26766 2.88873 -1.85663
C -2.64683 -0.71537 -1.48598
C -3.61408 -1.41130 -0.78573
H -5.50848 -1.66540 1.39682
H -4.28900 -2.50195 2.36063
H -4.86455 -3.20556 0.84130
H -2.37863 -1.06522 2.32974
H -0.65782 0.16752 1.08657
H -0.85567 0.83827 -2.59514
H 0.38890 0.02152 -1.65677
H 3.33134 2.08322 -1.71797
H 5.76958 -1.95933 -0.77193
H 5.89966 -4.35311 1.77366
H 5.11263 -5.19075 0.44123
H 6.45040 -4.08076 0.11611
H 3.19128 -4.00776 1.95333
H 0.33050 -2.23109 1.31376
H 1.06686 -1.29691 2.60988
H 1.14441 -3.06534 2.64626
H -0.56237 3.89188 -1.03104
H -2.34946 2.17212 0.74481
H -1.01045 3.20970 1.28956
H -3.49829 4.25192 1.22844
H -2.19184 5.21923 0.48408
H -2.00442 3.20053 -2.86132
H -2.77349 1.92858 -1.85334
H -2.72463 -0.62474 -2.56046
H -4.44382 -1.85267 -1.31767